[1]
C3HO3S | ωB97M-V/def2-TZVPD

```
8
Properties=species:S:1:pos:R:3:forces:R:3
C 0.269 -0.867 -0.575 1.2 -1.5 1.9
C 0.819 1.903 1.030 0.6 2.2 1.3
C -1.208 -0.363 -0.651 -0.1 -1.1 -0.4
O 1.622 2.400 1.715 -1.1 -1.0 -1.1
O -1.743 0.501 -1.320 0.6 0.3 0.0
O -1.676 -1.247 0.110 0.1 0.2 0.3
S 1.477 -0.322 0.498 -0.7 -1.5 -1.6
H 0.441 -2.005 -0.807 -0.6 2.4 -0.3
```
Forces are in eV/Å.

Its HOMO-LUMO gap is 7.6 eV. As for the total charge: -1. The largest force on an atom comes out at 2.66 eV/Å. The energy above the lowest of the compared OMol25 structures with the same formula, charge and spin comes out at 37.5 kcal per mole. The LUMO energy is 3.65 eV.

Table of Mulliken atomic charges, one value per atom, all in e: -0.10, 0.08, 0.64, -0.29, -0.65, -0.59, -0.31, 0.22

---

[2]
C3HO4P | ωB97M-V/def2-TZVPD

```
9
Properties=species:S:1:pos:R:3:forces:R:3
C 3.284 0.329 -1.014 1.0 0.9 -1.2
C 1.020 -1.635 0.094 -2.1 0.6 -0.2
C 2.520 -0.240 -0.250 -0.9 -1.0 3.8
O -1.165 -1.080 -1.625 0.5 0.1 -0.3
O -1.562 -1.514 0.856 -0.2 0.1 0.5
O 1.838 -0.894 0.844 2.4 3.2 -1.8
O 1.250 -2.796 -0.220 0.3 -3.4 -1.1
P -0.678 -0.953 -0.219 -1.4 -0.3 0.2
H -0.435 0.416 0.083 0.4 -0.1 -0.1
```
Forces are in eV/Å.

Its HOMO-LUMO gap (alpha / beta) is 4.6 / 5.3 eV. As for the total charge: -2. The largest force on an atom comes out at 4.34 eV/Å. The LUMO energy (alpha / beta) is 6.99 / 4.90 eV. As for the expectation value of S²: 2.011. The spin multiplicity is 3.

Here are the Mulliken charges for atoms 1 to 8, given in e: -0.64, 0.37, 0.08, -0.70, -0.70, -0.43, -0.54, 0.58

---

[3]
C3HOS3 | ωB97M-V/def2-TZVPD

```
8
Properties=species:S:1:pos:R:3:forces:R:3
C -1.784 -0.123 0.048 0.2 -0.5 0.0
C 0.903 -0.044 0.090 -0.8 -0.2 -0.3
C 2.140 -0.289 -0.209 1.1 -0.1 0.1
O 3.306 -0.380 -0.369 -0.4 -0.3 -0.1
S -0.462 -1.208 -0.015 0.0 0.5 0.1
S -3.361 -0.555 0.049 -0.1 -0.1 0.0
S 0.723 1.683 0.282 -0.1 0.7 0.2
H -1.464 0.917 0.123 0.1 0.0 0.0
```
Forces are in eV/Å.

Its HOMO-LUMO gap is 6.3 eV. As for the total charge: -1. The largest force on an atom comes out at 1.11 eV/Å. The energy above the lowest of the compared OMol25 structures with the same formula, charge and spin comes out at 0.0 kcal per mole. The LUMO energy is 3.27 eV. Its SMILES is O=C=C([S-])SC=S.

Table of Mulliken atomic charges, one value per atom, all in e: -0.09, 0.07, 0.40, -0.49, -0.06, -0.35, -0.63, 0.14